110
Properties=species:S:1:pos:R:3:mulliken_charge:R:1 method="wB97M-V/def2-TZVPD" smiles="OCCc1cc(P(O)(O)=S)cc2c1Sc1ccc(P(O)Cl)cc1N2.COC(=O)OC.COC(=O)OC.COC(=O)OC.COC(=O)OC.COC(=O)OC.COC(=O)OC" e_tot_ev=-133294.20254 spin_multiplicity=1 de_lowest_ev=6.552
O -0.49 -0.89 -2.49 -0.43
C -1.64 -1.21 -3.33 -0.03
C -2.14 -2.68 -2.91 -1.33
C -1.48 -3.22 -1.54 0.80
C -2.13 -2.72 -0.22 -0.60
C -1.52 -3.22 1.13 0.91
P -2.17 -2.65 2.80 0.70
O -0.78 -2.56 3.83 -0.49
O -3.31 -3.72 3.51 -0.51
S -2.83 -0.80 2.69 -0.35
C -0.32 -4.24 1.14 -0.65
C 0.35 -4.76 -0.18 -0.38
C -0.27 -4.19 -1.52 0.13
S 0.59 -4.79 -3.07 -0.27
C 2.38 -4.77 -2.52 0.54
C 3.56 -4.30 -3.41 -0.61
C 4.98 -4.32 -2.75 -0.41
C 5.24 -4.82 -1.29 0.43
P 6.96 -4.84 -0.47 0.10
O 7.00 -6.02 0.78 -0.34
Cl 7.08 -2.97 0.57 -0.27
C 4.04 -5.31 -0.41 -0.46
C 2.60 -5.26 -1.03 -0.08
N 1.48 -5.71 -0.19 -0.35
H -0.34 0.08 -2.66 0.24
H -1.31 -1.22 -4.42 0.28
H -2.47 -0.47 -3.08 0.20
H -3.28 -2.74 -2.75 0.38
H -1.91 -3.47 -3.72 0.38
H -3.02 -2.01 -0.25 0.31
H -0.47 -3.50 3.93 0.32
H -2.86 -4.59 3.62 0.36
H 0.10 -4.60 2.14 -0.08
H 3.37 -3.92 -4.48 0.33
H 5.84 -3.93 -3.41 0.28
H 7.51 -5.58 1.51 0.27
H 4.25 -5.68 0.65 0.34
H 1.09 -6.59 -0.61 0.37
C 7.01 -8.03 7.24 -0.62
O 7.54 -8.04 5.92 -0.32
C 6.61 -7.97 4.95 0.77
O 5.41 -7.90 5.12 -0.54
O 7.24 -7.99 3.76 -0.32
C 6.36 -7.92 2.64 -0.58
H 7.85 -8.09 7.94 0.22
H 6.47 -7.10 7.43 0.29
H 6.36 -8.89 7.41 0.29
H 5.80 -6.99 2.64 0.25
H 5.69 -8.78 2.62 0.37
H 6.97 -7.94 1.74 0.22
C -3.01 5.13 -1.28 -0.60
O -3.02 5.07 0.15 -0.36
C -2.55 3.91 0.65 0.75
O -2.13 2.98 0.01 -0.51
O -2.62 3.98 1.99 -0.37
C -2.14 2.82 2.67 -0.45
H -3.41 6.10 -1.57 0.31
H -1.98 5.06 -1.66 0.27
H -3.64 4.35 -1.71 0.26
H -1.09 2.65 2.45 0.30
H -2.74 1.95 2.39 0.08
H -2.25 2.99 3.74 0.26
C 3.54 1.85 -2.07 -0.56
O 4.04 1.85 -3.41 -0.32
C 3.09 1.92 -4.35 0.83
O 1.90 1.98 -4.16 -0.53
O 3.70 1.92 -5.56 -0.32
C 2.80 1.99 -6.66 -0.61
H 4.40 1.78 -1.40 0.22
H 3.00 2.77 -1.86 0.29
H 2.90 0.98 -1.90 0.24
H 2.23 2.92 -6.63 0.29
H 2.13 1.13 -6.67 0.27
H 3.39 1.98 -7.58 0.21
C -4.87 5.92 -6.72 -0.65
O -3.86 5.50 -5.81 -0.32
C -3.88 4.19 -5.53 0.69
O -4.66 3.38 -5.97 -0.54
O -2.88 3.94 -4.67 -0.26
C -2.78 2.57 -4.27 -0.85
H -4.76 6.99 -6.88 0.22
H -4.76 5.42 -7.68 0.30
H -5.87 5.73 -6.30 0.30
H -2.58 1.93 -5.14 0.46
H -3.68 2.25 -3.76 0.37
H -1.94 2.48 -3.58 0.29
C -2.42 11.85 -2.46 -0.61
O -1.40 11.45 -1.54 -0.33
C -1.42 10.14 -1.23 0.79
O -2.19 9.32 -1.66 -0.53
O -0.42 9.91 -0.36 -0.31
C -0.32 8.55 0.06 -0.61
H -2.31 12.92 -2.63 0.22
H -2.30 11.33 -3.41 0.29
H -3.41 11.66 -2.04 0.29
H -0.11 7.90 -0.80 0.27
H -1.23 8.23 0.57 0.29
H 0.52 8.47 0.76 0.24
C -4.14 -1.92 5.63 -0.60
O -4.33 -1.90 7.05 -0.34
C -4.67 -0.69 7.54 0.74
O -4.81 0.32 6.89 -0.55
O -4.82 -0.81 8.87 -0.33
C -5.18 0.40 9.52 -0.62
H -3.87 -2.94 5.35 0.34
H -5.06 -1.65 5.11 0.32
H -3.32 -1.26 5.34 0.22
H -6.15 0.77 9.15 0.29
H -4.41 1.16 9.39 0.29
H -5.28 0.19 10.59 0.22

97
Properties=species:S:1:pos:R:3:mulliken_charge:R:1 method="wB97M-V/def2-TZVPD" e_tot_ev=-177960.08249 spin_multiplicity=1 de_lowest_ev=0.722 total_charge=+2
Sc -0.09 0.09 0.24 0.02
N 1.62 1.91 -0.61 0.51
N 2.80 2.28 0.05 -0.59
C 3.16 1.64 1.18 0.57
N 4.32 1.98 1.72 -0.42
S 2.18 0.46 1.86 -0.29
H 1.85 1.40 -1.46 0.18
H 1.10 2.75 -0.85 -0.21
H 3.45 2.87 -0.44 0.23
H 4.94 2.66 1.30 0.19
H 4.61 1.54 2.58 0.23
N 1.69 -3.33 -1.83 -0.02
C 1.68 -2.62 -3.03 0.78
C 2.00 -3.00 -4.32 -1.28
C 1.90 -2.02 -5.29 -0.68
C 1.50 -0.72 -4.97 -0.83
C 1.17 -0.36 -3.68 0.28
C 1.26 -1.34 -2.69 -0.14
N 1.04 -1.27 -1.31 0.36
C 1.31 -2.48 -0.86 0.24
C 1.17 -2.83 0.54 -0.53
C 1.51 -3.96 1.22 -0.41
S 1.07 -3.80 2.86 -0.13
C 0.47 -2.24 2.55 -0.41
N 0.60 -1.85 1.31 0.74
H 1.92 -4.30 -1.71 0.25
H 2.32 -4.01 -4.57 0.45
H 2.14 -2.26 -6.32 0.43
H 1.44 0.01 -5.76 0.52
H 0.84 0.64 -3.43 0.02
H 1.98 -4.86 0.86 0.45
H 0.01 -1.64 3.32 0.47
F -1.63 -1.74 -0.27 -0.29
C -2.13 -0.59 0.39 -0.02
F -2.06 -0.92 1.75 -0.25
H -3.17 -0.48 0.12 0.48
C -2.92 2.16 1.75 -1.50
P -1.13 1.98 2.06 1.97
C -0.45 3.65 1.77 -0.81
C -1.04 1.78 3.86 0.63
C -1.86 2.58 4.66 -0.78
C -1.83 2.49 6.04 -0.86
C -0.96 1.60 6.65 -0.52
C -0.13 0.80 5.87 -0.90
C -0.17 0.89 4.49 -0.24
H -3.31 3.11 2.10 0.58
H -3.44 1.36 2.28 0.49
H -3.12 2.06 0.68 0.10
H -1.06 4.41 2.27 0.55
H -0.41 3.86 0.71 -0.14
H 0.56 3.70 2.19 0.39
H -2.55 3.28 4.20 0.28
H -2.48 3.11 6.63 0.43
H -0.93 1.52 7.73 0.41
H 0.55 0.10 6.35 0.44
H 0.50 0.28 3.91 0.22
C -2.93 4.76 -0.97 -1.82
C -3.37 4.23 -2.34 2.76
C -4.54 3.26 -2.11 -1.97
C -3.89 5.44 -3.15 -1.78
Si -2.00 3.40 -3.37 -3.10
Br -1.13 1.91 -1.70 0.68
C -0.50 4.48 -3.83 2.50
C 0.79 3.71 -4.12 -1.31
C -0.90 5.25 -5.12 -1.65
C -0.19 5.52 -2.75 -1.76
C -2.58 2.16 -4.72 2.90
C -3.62 2.91 -5.58 -1.82
C -1.44 1.73 -5.64 -1.99
C -3.25 0.89 -4.18 -1.70
H -3.82 5.07 -0.42 0.63
H -2.28 5.64 -1.04 0.31
H -2.42 4.02 -0.37 0.12
H -5.30 3.78 -1.52 0.62
H -4.24 2.38 -1.55 0.21
H -5.02 2.94 -3.03 0.47
H -4.70 5.91 -2.60 0.57
H -4.29 5.17 -4.13 0.33
H -3.12 6.20 -3.30 0.36
H 0.73 3.07 -5.00 0.34
H 1.10 3.10 -3.28 -0.05
H 1.59 4.43 -4.31 0.61
H -1.10 4.59 -5.96 0.34
H -0.07 5.90 -5.41 0.55
H -1.77 5.89 -4.98 0.30
H 0.09 5.06 -1.80 0.14
H -1.01 6.20 -2.56 0.35
H 0.66 6.13 -3.08 0.60
H -3.21 3.80 -6.07 0.33
H -4.50 3.21 -5.02 0.38
H -3.96 2.24 -6.37 0.55
H -0.97 2.55 -6.17 0.37
H -1.85 1.05 -6.39 0.64
H -0.66 1.18 -5.10 0.15
H -4.18 1.08 -3.65 0.32
H -2.60 0.31 -3.52 0.23
H -3.49 0.26 -5.04 0.59

93
Properties=species:S:1:pos:R:3:mulliken_charge:R:1 method="wB97M-V/def2-TZVPD" e_tot_ev=-85362.58974 spin_multiplicity=1 total_charge=+1
C 3.40 3.82 3.26 -0.90
C 2.94 5.10 2.49 -0.32
C 2.38 4.83 1.05 -2.20
C 2.21 3.35 0.74 -0.90
C 3.19 2.59 0.01 0.94
N 4.34 3.33 -0.32 -0.49
C 3.03 1.25 -0.30 -0.14
C 4.10 0.59 -1.20 -0.66
S 5.15 1.52 -2.37 -0.13
C 4.09 2.64 -3.33 -0.37
C 2.84 1.95 -3.97 -0.95
C 1.86 0.52 0.18 0.35
C 1.67 -0.91 0.02 0.55
P 3.08 -1.97 -0.70 0.30
C 3.19 -3.62 0.20 -1.28
C 2.78 -2.28 -2.54 -0.33
C 3.24 -3.68 -3.01 -1.39
N 0.52 -1.48 0.46 0.15
C 0.25 -2.92 0.27 1.15
C 0.24 -3.37 -1.24 0.52
C -1.00 -4.30 -1.53 -1.17
I -0.54 -5.56 -3.23 0.07
C -0.45 -0.77 1.11 -0.11
C -1.69 -1.49 1.71 -2.23
C -2.80 -1.85 0.71 1.62
C -3.92 -2.74 1.35 -1.18
C -3.39 -4.03 2.00 -0.53
O -4.21 -5.17 1.72 -0.38
C -3.73 -6.27 2.41 0.15
O -3.99 -6.50 3.55 -0.44
C -0.38 0.60 1.31 1.24
C -1.56 1.32 1.93 -1.76
C -2.18 2.25 0.79 -0.53
C -3.25 1.55 -0.06 0.13
C -3.88 2.49 -1.12 -1.35
N -4.73 3.50 -0.41 -0.25
C -6.10 3.08 -0.38 0.58
C -6.56 1.95 0.53 -0.99
O -6.89 3.64 -1.12 -0.56
C 0.84 1.28 0.89 -0.29
C 1.08 2.67 1.14 1.41
Cl 0.02 3.74 2.09 -0.16
H 4.01 4.17 4.11 0.43
H 4.11 3.26 2.62 0.18
H 2.55 3.22 3.59 0.19
H 2.19 5.64 3.08 0.32
H 3.84 5.74 2.40 0.37
H 1.44 5.37 0.90 0.59
H 3.08 5.30 0.33 0.60
H 4.49 4.14 0.28 0.25
H 5.14 2.74 -0.09 0.35
H 3.47 0.08 -1.94 -0.58
H 4.75 -0.10 -0.66 0.52
H 4.71 2.99 -4.17 0.48
H 3.82 3.55 -2.78 0.25
H 2.56 2.55 -4.85 0.42
H 2.02 1.89 -3.25 0.19
H 3.17 0.97 -4.36 0.19
H 4.26 -3.85 0.19 0.42
H 2.68 -4.44 -0.31 0.42
H 2.91 -3.52 1.26 0.39
H 1.77 -1.99 -2.86 0.45
H 3.45 -1.57 -3.06 0.42
H 4.33 -3.77 -2.92 0.39
H 2.81 -4.52 -2.45 0.29
H 2.94 -3.80 -4.06 0.36
H 0.88 -3.56 0.90 0.15
H -0.75 -3.23 0.54 -1.80
H 0.07 -2.46 -1.82 0.28
H 1.12 -3.95 -1.52 -0.71
H -1.81 -3.65 -1.89 0.52
H -1.32 -4.87 -0.66 0.41
H -2.03 -1.03 2.64 0.93
H -1.30 -2.45 2.11 0.62
H -2.42 -2.45 -0.13 -0.45
H -3.32 -1.00 0.26 -0.21
H -4.53 -3.06 0.49 0.50
H -4.60 -2.16 1.99 0.42
H -2.32 -4.24 1.78 0.35
H -3.42 -3.88 3.10 0.35
H -3.10 -6.99 1.84 0.40
H -1.33 1.89 2.83 0.68
H -2.44 0.72 2.18 0.32
H -2.69 3.05 1.34 0.35
H -1.39 2.70 0.17 0.47
H -4.02 1.07 0.57 0.20
H -2.74 0.75 -0.64 0.06
H -3.08 2.97 -1.70 0.50
H -4.47 1.86 -1.80 0.38
H -4.67 4.34 -0.98 0.32
H -7.64 1.98 0.69 0.35
H -6.35 0.95 0.10 0.22
H -6.03 2.01 1.50 0.33

For the records above, the corresponding lowest unoccupied orbital energy values read -0.0259; -0.1808; -0.1485 Ha.
For the records above, the corresponding HOMO values read -8.61; -13.61; -10.67 eV.
For the records above, the corresponding M values read 962.3; 805.9; 751.2 g/mol.